1.
This record from the OMol25 dataset describes a molecular structure, C36H57BBeN2S3. The level of theory is ωB97M-V with the def2-TZVPD basis set.

Charge = 0
E = -2749.72674 Eh
Relative energy (zero: lowest compared OMol25 entry of this formula, charge and spin) = 7.4 kcal/mol
HOMO-LUMO gap = 7.94 eV

Element x y z (Å)
1 H -1.74061 1.38934 -1.98576
2 N -1.47789 0.56411 0.26753
3 H -0.97375 3.79554 0.55602
4 C -2.32263 -1.60332 2.05436
5 H 3.81660 1.25570 3.60669
6 C -2.20158 0.46910 -3.85732
7 C 0.99947 -2.01912 3.74273
8 H -1.06420 -3.31495 -4.16026
9 H -3.04068 0.40289 2.52516
10 C 1.42760 2.82275 0.16621
11 C 1.52062 3.42487 -1.11065
12 H -3.80125 -3.39959 0.66810
13 H -1.30582 -0.15147 -3.91450
14 C -0.32010 -4.01287 -2.27623
15 H 4.30746 1.63779 1.95599
16 C 0.99767 -3.43737 4.32396
17 H 2.04876 2.17109 -3.47496
18 H -3.01002 -0.06301 -4.36132
19 H 2.06227 -3.97700 0.59010
20 H -1.19667 4.05746 -3.17384
21 C 1.85769 -3.91494 -0.47689
22 H 0.72674 1.34801 2.99867
23 C 2.54473 4.32386 -1.37511
24 H -4.09185 2.05631 -1.43100
25 N 0.26252 2.02255 0.43403
26 H -4.62586 -3.25730 -1.63980
27 H -1.28875 -1.26794 2.12702
28 H -1.40798 -2.22974 -2.82024
29 C 1.23114 2.88311 -3.57000
30 H -4.24318 -0.87687 2.75512
31 C 3.50113 4.62062 -0.42296
32 C 2.20875 -0.28846 -1.98379
33 H -1.85197 -3.72983 2.07808
34 C 3.41303 4.02099 0.81429
35 C 2.82762 -2.96047 -1.15812
36 S 0.75921 -1.89066 -3.79424
37 H -4.65337 1.23346 -2.88461
38 H 0.64319 -3.44861 5.35871
39 C 1.14995 2.30805 3.28999
40 H 2.93578 3.42059 3.12901
41 H -4.05780 -1.30585 -3.02336
42 C -3.18506 -0.62425 2.86016
43 H -2.04279 -2.99296 3.67301
44 C -0.64895 -2.88856 -3.24474
45 H 0.06806 5.20823 -2.72327
46 C -2.71387 -1.55577 0.59580
47 S 2.74319 -1.24766 -0.53938
48 C -2.83104 -0.37557 -1.53336
49 H 2.43537 -2.36705 2.21031
50 H 2.97743 -1.45555 4.41826
51 H 0.44084 0.33082 -3.00177
52 C -2.42476 -3.00073 2.65485
53 H 2.01629 -3.83810 4.31793
54 H 1.98245 -4.91592 -0.89378
55 H 3.85264 -3.30133 -1.00621
56 C 1.93588 -1.16816 4.59203
57 H 4.29973 5.31764 -0.64209
58 C -3.80201 1.74963 -2.43459
59 C -3.52119 -2.55255 0.05792
60 C -1.97088 1.86720 0.35444
61 C 2.38315 3.13786 1.14522
62 C -0.94687 2.72270 0.45344
63 C -2.33603 -0.47664 -0.22101
64 H 0.51832 2.49627 -4.30161
65 H 1.83278 -0.11218 4.37097
66 H 2.97213 0.51708 2.24947
67 C -3.99025 -2.47583 -1.24203
68 H -3.46287 -3.33758 2.70503
69 H 0.49808 -4.62677 -2.65358
70 H -2.92565 -0.67522 3.92016
71 H -0.98668 4.52439 -1.48371
72 S 0.10700 -3.46475 -0.59466
73 C 0.81488 -0.57561 -2.53198
74 C -2.57237 0.83290 -2.41836
75 H -2.01329 1.38057 -4.42873
76 H 2.97494 -0.37743 -2.75586
77 H 2.63232 -2.91240 -2.22696
78 Be 1.06999 -0.93959 0.89468
79 C -0.45623 4.30276 -2.40888
80 H 1.65012 3.80243 -3.98259
81 H 0.37269 -4.11576 3.74292
82 H 2.59900 4.79477 -2.34864
83 H 1.72392 -1.30777 5.65523
84 C 2.46415 2.60895 2.56698
85 H -3.02694 2.07786 0.35421
86 H -0.00375 -1.60006 3.85977
87 H -0.03974 2.25775 -1.95416
88 B -0.01568 0.57643 0.39950
89 C 1.37462 -2.06297 2.24180
90 C 3.44839 1.43535 2.59799
91 C -3.66163 -1.38252 -2.01848
92 C 0.53162 3.14583 -2.23038
93 H 1.32673 2.28824 4.36774
94 H 0.84085 -2.95507 1.86848
95 H 0.40474 3.07845 3.08938
96 H 4.14942 4.25605 1.57486
97 H 2.24101 0.73408 -1.60161
98 H -3.60140 2.64860 -3.02135
99 H -1.19874 -4.65184 -2.16859
100 H 0.12994 -0.83750 -1.72691

2.
This record from the OMol25 dataset describes a molecular structure, C36H57BCl2CrN8OSe. The level of theory is ωB97M-V with the def2-TZVPD basis set.

Charge = +1
E = -6310.35297 Eh
Relative energy (zero: lowest compared OMol25 entry of this formula, charge and spin) = 13.7 kcal/mol
Expectation value of S² = 3.895
HOMO-LUMO gap (spin up / spin down) = 6.39 / 7.91 eV
2S+1 = 4

Element x y z (Å)
1 C -2.09117 3.06679 -1.15059
2 C 4.67635 -1.71912 1.50552
3 N 1.21886 -1.31212 1.63017
4 C -0.04112 -1.09518 -4.66692
5 C -0.58192 0.95031 -3.36759
6 N -1.95367 -1.40327 1.69730
7 C 3.25194 -0.77738 -2.19720
8 C 0.94447 -3.34896 2.52221
9 H 4.99519 -0.00927 -3.24793
10 C 3.94243 -0.21875 -3.46052
11 H -3.10655 -0.13969 -3.37072
12 N 0.37890 -2.38183 1.78625
13 H 3.65963 3.50182 -1.59441
14 C 2.19990 -2.91713 2.85861
15 H -4.79131 2.01788 1.14150
16 C 2.35478 -1.64361 2.29730
17 H -4.44778 -3.02236 3.27343
18 C -3.62633 -0.51951 2.78557
19 C -2.82511 0.51097 2.29454
20 C -1.10537 -3.29714 -1.26039
21 H -1.32145 -5.33136 -1.78443
22 H 5.69058 -1.33408 1.62501
23 H -5.28166 2.07144 -1.60779
24 H -0.36092 -2.08600 -4.98409
25 H -0.43585 1.45351 -4.32547
26 C -3.48155 4.69867 -2.18941
27 H 0.98404 -1.17462 -4.30131
28 Se -0.37595 2.58676 -0.48417
29 C -4.69620 2.14435 2.22004
30 H 4.38111 -1.59215 0.46186
31 C -1.12467 -2.74818 -2.51717
32 C 3.28735 1.03825 -4.07227
33 H 4.54996 1.17307 -1.50571
34 H 0.48635 3.86333 2.19165
35 H -2.15194 1.87317 4.56377
36 H 3.57004 1.11128 3.01358
37 C -2.23359 4.33063 -1.70872
38 H 3.14654 0.83299 1.33305
39 C 3.80299 0.52329 2.12875
40 H -1.37683 1.47089 -2.84932
41 H -0.61307 -4.47948 3.47372
42 O 1.69740 0.29848 -0.72555
43 H -5.01187 3.15841 2.46947
44 H 5.15041 -0.62104 4.01603
45 Cl 2.66571 3.51742 1.40597
46 N -0.89380 -2.29990 -0.39235
47 C -3.24082 1.93715 2.67496
48 H -1.39708 5.01435 -1.76770
49 H 3.54530 1.06868 -5.13181
50 H 0.97708 -5.24004 3.46412
51 N -0.76057 -1.10121 -1.04359
52 C -3.17590 2.01886 4.21248
53 H 4.76820 2.49553 -3.49236
54 H 0.32461 1.03970 -2.78034
55 Cr -0.04993 0.29089 0.41024
56 H 0.00134 -5.20905 1.99395
57 H 2.37917 -1.38757 -2.43402
58 N -1.78648 -0.04041 1.60274
59 C 0.28540 -4.63900 2.87779
60 H -0.03939 -0.45151 -5.54773
61 C 3.20451 2.61153 -2.02700
62 C 1.31830 3.23598 2.48728
63 H 2.12167 2.71698 -1.95313
64 H -4.52333 -0.41664 3.36817
65 C -3.53694 -3.08412 2.68189
66 H 4.68701 -2.78760 1.71979
67 H -2.72445 -1.52309 -4.40354
68 C -0.92169 -1.37672 -2.36422
69 H 4.82390 0.77907 1.84122
70 H -2.49606 0.12380 -5.00755
71 C -1.27035 -4.72922 -0.87984
72 H -2.80154 -3.65719 3.24484
73 H -1.44821 -3.52021 1.35494
74 H 2.92375 -3.46409 3.43569
75 H 3.93722 -1.41683 -1.63348
76 H -3.75800 -3.63101 1.76576
77 H -3.62435 5.68026 -2.62715
78 H -0.43162 -5.08117 -0.28042
79 H -1.38032 2.98870 2.36999
80 C 3.67744 2.39576 -3.46443
81 C -0.97011 -0.49180 -3.59964
82 H -3.13419 1.23462 -0.69153
83 C 2.78225 0.34553 -1.31081
84 C -3.05587 -1.70223 2.39371
85 Cl 0.72247 1.53505 2.50815
86 C -2.42853 3.09674 2.13313
87 H -2.79018 4.01560 2.59842
88 C -2.41488 -0.51535 -4.12653
89 H 2.20496 0.93037 -4.03829
90 N -4.55313 3.91070 -2.15711
91 N 3.60942 1.43247 -1.22975
92 H -1.28823 -3.27992 -3.43680
93 C -4.39943 2.70265 -1.62472
94 H 3.28021 3.19671 -4.09170
95 C -3.20120 2.23321 -1.10708
96 H 4.35671 -2.18715 4.14814
97 H -2.54344 3.20933 1.06253
98 C 3.71596 -0.96296 2.43928
99 H -2.18366 -4.89189 -0.30786
100 H 1.63724 3.41859 3.50749
101 H 3.94922 -1.01290 -4.20792
102 C 4.20007 -1.14175 3.88701
103 B -0.99101 -2.45112 1.12818
104 H -3.80621 1.27555 4.69626
105 H 3.47958 -0.71869 4.58854
106 H -3.51038 3.00592 4.53470
107 H -5.38073 1.45062 2.70544